a | Formula: C3H5NOS
Source: OMol25
Level of theory: ωB97M-V/def2-TZVPD

Element x y z (Å)
C  2.47084  -0.40796  0.15043
N  1.31443  -0.03424  -0.35992
S  0.00760  -1.28637  -0.14002
C  -1.50846  -0.53190  0.02217
C  -1.41814  0.96465  -0.05355
O  -2.51057  -1.21728  -0.00014
H  2.65481  -1.43359  0.36788
H  3.44528  0.22490  0.18677
H  -2.61153  1.09498  -0.19533
H  -1.18065  1.50462  0.91010
H  -0.66361  1.12217  -0.88839

LUMO level in eV: 0.23
Net charge: 0
HOMO in Eh: -0.3550

---

b | Formula: C3H5NOS
Source: OMol25
Level of theory: ωB97M-V/def2-TZVPD

Element x y z (Å)
C  1.73855  -0.45174  0.04551
C  0.28102  -0.46211  0.11063
C  -1.60321  0.88550  -0.00451
H  2.22468  -0.45437  1.02793
H  2.07758  -1.39619  -0.37206
H  2.07391  0.47644  -0.49126
H  -1.97571  1.26958  -0.97943
H  -2.06624  1.62009  0.70254
N  -0.48056  -1.44085  -0.14507
O  -0.17532  0.81973  0.01691
S  -2.09470  -0.86608  0.08880

LUMO level in eV: 0.84
Net charge: 0
HOMO in Eh: -0.3034

---

c | Formula: C3H5NOS
Source: OMol25
Level of theory: ωB97M-V/def2-TZVPD

Element x y z (Å)
C  0.73628  -1.24248  -0.36695
C  0.50081  0.16048  -0.42169
C  -0.80520  0.76212  0.18547
N  0.59438  -2.37440  0.00697
O  -1.97842  0.54361  -0.63208
S  -3.11628  -0.60250  -0.15256
H  1.26803  0.48400  0.18791
H  0.59688  0.66443  -1.39720
H  -1.06737  0.55686  1.20435
H  -0.60516  1.75039  0.20267
H  -0.05987  -2.92059  0.58818

LUMO level (alpha / beta) in eV: 0.66 / -1.70
Net charge: 0
HOMO (alpha / beta) in Eh: -0.3455 / -0.2351

---

Looking at the structures above, b is most stable, and the difference to the next one is 27.0 kcal/mol.